The following is a DFT calculation (the ωB97M-V functional and the def2-TZVPD basis) of a structure of composition C41H58AsKN3OS2.

```
107
C41H58AsKN3OS2, DFT the ωB97M-V functional and the def2-TZVPD basis
As -2.27 1.02 0.15
K 0.04 -0.88 -1.07
S -1.76 0.64 -2.70
S 2.67 2.53 -5.11
O 1.79 1.95 0.28
N 2.69 3.39 1.75
N 3.85 1.14 -3.26
N 2.45 2.83 -2.50
C 3.01 -2.20 -3.51
C 1.67 2.62 1.30
C 2.26 -2.43 -0.58
C 2.68 -2.96 2.74
C -4.42 0.24 -3.28
C -3.92 2.66 3.75
C -1.89 -2.53 1.28
C -5.14 0.70 -0.64
C 4.49 0.94 -1.98
C 2.60 4.19 2.95
C -0.93 4.77 -1.22
C 1.07 -3.65 -4.01
C -3.25 1.31 1.85
C -3.80 0.66 -0.98
C -5.75 0.26 -2.92
C -0.91 -3.70 1.06
C 3.09 -0.82 1.58
C -2.04 5.58 -1.07
C -1.71 -4.77 0.29
C 1.63 -3.12 -1.62
C 3.10 -4.63 -2.96
C -4.75 1.64 4.20
C -6.12 0.50 -1.60
C 4.01 3.28 1.15
C -1.00 3.44 -0.85
C -0.55 -4.36 2.40
C -3.28 3.72 -0.21
C -4.04 0.28 2.35
C 0.32 -3.26 0.26
C -3.17 2.48 2.60
C -3.42 0.47 -2.32
C 2.19 -3.39 -3.00
C 1.48 -2.49 0.59
C 0.40 2.66 2.10
C 2.01 -1.87 1.88
C -3.22 5.05 -0.57
C 0.95 -1.12 2.70
C -4.79 0.44 3.51
C 0.45 -3.63 -1.09
C 2.98 2.13 -3.54
C -2.17 2.90 -0.33
H -4.08 -0.66 1.80
H -4.13 0.07 -4.30
H 2.52 -5.50 -2.65
H 1.69 3.43 -2.78
H 3.42 -0.35 2.52
H -2.54 -5.12 0.91
H -5.35 1.79 5.08
H 3.43 -3.47 2.15
H -3.87 3.59 4.29
H 2.74 3.58 3.85
H 5.29 0.21 -2.10
H 0.20 -1.79 3.11
H -0.04 3.65 2.05
H -2.26 -2.17 0.32
H 2.70 -0.05 0.93
H -1.45 -4.76 2.87
H 3.91 -4.48 -2.25
H 3.78 0.58 -1.23
H -0.30 1.95 1.68
H 1.43 -0.61 3.54
H 3.97 -1.27 1.13
H -4.21 3.32 0.18
H -0.02 5.18 -1.62
H -1.43 -1.70 1.81
H 3.38 4.95 2.93
H -4.09 5.68 -0.47
H 3.24 -1.99 -0.66
H 3.85 -2.01 -2.86
H 2.38 -1.30 -3.54
H 3.38 -2.39 -4.51
H -0.15 2.78 -0.98
H 4.93 1.88 -1.63
H 1.48 -3.85 -5.00
H -5.42 -0.36 3.86
H -2.54 3.28 2.24
H -0.23 -4.27 -1.63
H 0.14 -5.18 2.22
H 1.64 4.69 3.01
H 0.41 -2.78 -4.08
H 4.24 0.67 -4.06
H 3.16 -2.51 3.62
H 2.30 2.34 -1.62
H -2.13 -4.36 -0.63
H 0.47 -4.51 -3.72
H -1.08 -5.62 0.06
H -0.09 -3.66 3.09
H 3.97 2.52 0.38
H 4.74 2.99 1.91
H -2.00 6.63 -1.36
H -6.51 0.10 -3.66
H -5.44 0.88 0.39
H -2.74 -2.88 1.86
H 4.31 4.23 0.70
H -7.17 0.55 -1.33
H 1.97 -3.70 3.08
H 3.53 -4.84 -3.94
H 0.46 -0.37 2.08
H 0.59 2.41 3.14
```

Output
Strongest force on any atom = 1.0 eV/Å
Gap between HOMO and LUMO = 6.09 eV
Total charge = -1
HOMO energy = -0.1523 hartree

The following is a DFT calculation (the ωB97M-V functional and the def2-TZVPD basis) of a structure of composition C41H58AsN2PPdS2Si.

```
107
C41H58AsN2PPdS2Si, DFT the ωB97M-V functional and the def2-TZVPD basis
Pd -0.27 0.19 -1.07
As -1.44 2.44 -1.34
S -2.37 -0.46 0.18
S 0.84 -0.40 -3.14
P -1.30 -2.11 -0.36
Si -3.59 -0.86 -4.66
N 1.72 -1.08 0.20
N 1.69 1.50 -0.30
C 3.29 4.47 2.41
C -2.19 -4.31 -1.84
C -3.04 -5.37 -2.14
C -4.19 3.30 -2.20
C -0.76 -0.52 -3.59
C -4.25 -5.49 -1.47
C -3.76 -3.51 -0.20
C 2.00 -2.37 0.17
C 3.50 -2.22 2.03
C -0.87 -2.24 2.46
C -3.75 -2.55 -5.49
C -0.47 -4.26 1.24
C -0.86 -2.92 1.25
C 2.91 4.14 3.86
C -2.21 4.51 0.71
C 5.51 -3.68 2.30
C -4.61 -4.56 -0.51
C -1.91 -0.69 -3.95
C -2.54 -3.39 -0.86
C 4.82 4.44 2.26
C -3.21 2.13 -2.11
C 3.61 -3.80 3.94
C -1.82 3.05 0.50
C 2.27 3.77 0.17
C 2.36 -0.32 1.08
C 1.76 2.78 -0.65
C 2.71 3.44 1.45
C 2.87 -2.98 1.05
C 4.44 -2.87 3.04
C -0.54 3.79 -3.71
C 3.23 -0.85 2.03
C 2.68 2.09 1.79
C 2.20 1.15 0.89
C -3.75 0.52 -5.94
C -0.14 -4.92 2.41
C 5.15 -1.84 3.92
C -0.93 4.12 -2.27
C -0.53 -2.90 3.64
C -4.96 -0.74 -3.36
C -0.17 -4.24 3.62
C 2.78 5.88 2.08
H -5.56 -4.65 0.01
H -2.86 0.54 -6.57
H 2.31 4.79 -0.20
H 3.08 -4.55 3.34
H -0.44 -4.80 0.30
H -3.77 4.13 -2.78
H 1.50 -2.94 -0.60
H -1.26 -4.19 -2.38
H -4.46 3.66 -1.21
H -4.68 -2.63 -6.05
H 1.39 3.02 -1.64
H 6.06 -3.05 1.60
H 4.44 -1.26 4.52
H 5.82 -2.36 4.61
H -5.88 -1.20 -3.72
H 4.26 -4.31 4.64
H -0.92 2.82 1.08
H 1.70 5.91 2.01
H 3.03 1.76 2.75
H 3.43 3.26 4.22
H 5.21 3.45 2.50
H 3.04 -4.04 0.99
H 0.24 3.02 -3.74
H -2.60 2.38 0.86
H -2.77 -6.09 -2.90
H 6.21 -4.11 3.02
H -4.66 -1.27 -2.45
H -1.77 4.82 -2.24
H 1.83 3.99 3.96
H -1.39 3.40 -4.27
H -1.44 5.19 0.34
H -0.17 4.67 -4.23
H 5.12 4.68 1.24
H 5.27 5.16 2.94
H -2.92 -2.73 -6.18
H -5.10 2.98 -2.70
H -3.64 1.32 -1.51
H -4.03 -2.77 0.55
H 0.15 -5.96 2.38
H -1.16 -1.20 2.48
H 5.07 -4.51 1.73
H -2.36 4.71 1.77
H -5.19 0.29 -3.08
H -4.62 0.39 -6.59
H -0.10 4.58 -1.73
H 3.20 6.25 1.14
H -3.14 4.75 0.19
H 3.19 4.98 4.50
H 2.86 -3.23 4.49
H -3.01 1.71 -3.10
H 5.75 -1.15 3.32
H -3.84 1.50 -5.46
H 3.10 6.57 2.86
H -3.74 -3.35 -4.74
H 0.07 -4.75 4.55
H 3.71 -0.19 2.73
H -0.56 -2.36 4.58
H -4.91 -6.32 -1.70
```

Output
Multiplicity = 3
Strongest force on any atom = 1.1 eV/Å
Gap between HOMO and LUMO (spin up / spin down) = 6.37 / 6.12 eV
Total charge = 0
HOMO energy (spin up / spin down) = -0.2338 / -0.2586 hartree

In order of appearance, relative energy (zero: lowest compared OMol25 entry of this formula, charge and spin) = 105.2 137.6 kJ/mol.